1.
Density functional theory data (ωB97M-V with the def2-TZVPD basis set) for C6H9N2O2 as an isolated structure.

## Properties
HOMO level = -4.11 eV
Kohn-Sham gap = 8.03 eV
Charge = -1

Last column: Löwdin charge in e.
Cartesian coordinates (Å):
C 2.28498 3.12190 -0.99501  -0.01
C 1.91333 1.62975 -1.17205  -0.65
O 0.78983 1.35918 -1.63978  -0.02
O 2.80291 0.82202 -0.70452  -0.08
H 2.57057 3.48564 -1.89085  0.03
H 2.86518 3.14874 -0.11994  0.06
H 1.44532 3.72985 -1.05891  0.04
C -2.03974 -2.93810 1.56452  -0.10
C -1.35376 0.33730 0.33428  -0.24
C -0.37188 -1.67813 0.06631  -0.14
C -1.36090 -1.75066 0.98708  -0.42
N -0.38551 -0.39272 -0.41760  -0.03
N -1.92942 -0.46982 1.19104  0.02
H 0.40880 0.20862 -1.29563  0.12
H -1.45120 1.44742 0.34660  0.10
H 0.44014 -2.32284 -0.34353  0.11
H -2.79563 -3.15022 0.87708  0.03
H -2.38280 -2.70012 2.61329  0.08
H -1.45022 -3.88781 1.65760  0.07

=====

2.
Density functional theory data (ωB97M-V with the def2-TZVPD basis set) for an isolated ion of composition C6H9N2OS and charge +1.

## Properties
HOMO level = -13.21 eV
Kohn-Sham gap = 9.64 eV
Charge = +1

Last column: Löwdin charge in e.
Cartesian coordinates (Å):
C 0.32542 0.89204 -1.32357  -0.06
C -0.17734 0.03156 -2.15787  -0.19
C 0.03840 0.80278 0.12839  -0.33
C -0.86765 1.34789 1.09236  0.01
C 0.91491 0.48743 2.21561  -0.13
C -0.35463 1.10246 2.31490  -0.05
N 1.15066 0.42710 0.72844  0.09
N -0.51236 -2.60494 -1.85813  -0.21
O -1.05388 -0.84839 -0.00836  -0.45
S -1.30490 -1.20307 -1.45114  0.98
H 1.00203 1.80617 -1.69598  0.20
H -0.04826 0.12434 -3.18926  0.08
H 1.66956 1.07017 2.79604  0.16
H 0.82703 -0.66858 2.44264  0.19
H -0.86102 1.29273 3.33435  0.17
H 2.07945 0.19597 0.31015  0.20
H -1.80348 1.84127 0.79263  0.15
H -0.98590 -3.51263 -1.65818  0.09
H -0.03804 -2.58431 -2.81302  0.10

=====

3.
Density functional theory data (ωB97M-V with the def2-TZVPD basis set) for an isolated ion of composition C6H9N2S and charge +1.

## Properties
HOMO level = -12.87 eV
Kohn-Sham gap = 9.50 eV
Charge = +1

Last column: Löwdin charge in e.
Cartesian coordinates (Å):
C 1.32176 0.34022 1.53514  -0.12
C 2.58600 0.19500 1.05916  -0.37
C 0.13756 0.69488 -0.74276  -0.24
C 0.11155 -0.77639 -0.60461  -0.26
C -0.51441 1.99598 -0.73565  0.03
C -0.50742 -2.11375 -0.64160  0.07
N 1.17986 -0.03997 -1.25168  -0.21
N 0.20955 -0.07107 0.73898  0.09
S 2.83557 -0.17156 -0.63979  1.01
H 1.13243 0.48588 2.59031  0.13
H 3.57056 0.55476 1.51112  0.11
H 0.03095 2.90791 -0.42687  0.12
H -1.23578 1.84664 0.00616  0.07
H -1.04025 2.25091 -1.72130  0.14
H 0.19656 -2.73492 -0.12402  0.11
H -0.44509 -2.37450 -1.63296  0.08
H -1.42549 -2.24398 -0.21735  0.08
H -0.59934 -0.14147 1.26049  0.14

=====

4.
Density functional theory data (ωB97M-V with the def2-TZVPD basis set) for a 3-piece molecular cluster, C6H9N3 overall.

## Properties
HOMO level = -11.28 eV
Kohn-Sham gap = 11.69 eV

Last column: Löwdin charge in e.
Cartesian coordinates (Å):
C 7.36299 1.30637 -12.07535  -0.08
C 6.58850 0.98485 -10.88649  -0.29
N 6.00411 0.74146 -9.93342  0.12
H 8.04450 0.48563 -12.30409  0.08
H 7.95196 2.19537 -11.86224  0.08
H 6.72106 1.43443 -12.94263  0.04
C 10.59739 9.60249 -13.55515  -0.06
C 10.02064 8.29922 -13.88112  -0.27
N 9.58208 7.27140 -14.12487  0.14
H 11.45427 9.43316 -12.90142  0.09
H 9.86875 10.24562 -13.07801  0.08
H 10.99304 10.04039 -14.47094  0.08
C 6.66424 5.56039 -14.73328  -0.07
C 6.12035 4.20870 -14.57163  -0.27
N 5.68754 3.15672 -14.45320  0.13
H 7.74211 5.55202 -14.60171  0.04
H 6.21186 6.19531 -13.97319  0.08
H 6.38783 5.92274 -15.72017  0.08

=====

5.
Density functional theory data (ωB97M-V with the def2-TZVPD basis set) for a single C6H9N3 molecule.

## Properties
HOMO level = -9.07 eV
Kohn-Sham gap = 9.94 eV

Last column: Löwdin charge in e.
Cartesian coordinates (Å):
C 1.62499 -0.20391 -0.29613  -0.47
C 0.20382 0.09348 0.10226  -0.45
C -0.33782 -0.59316 1.34813  -0.03
C -0.94282 -0.92186 0.03668  -0.26
C -2.25295 -0.47293 -0.32415  -0.11
C -3.24789 0.18903 -0.54984  0.12
H 3.46618 0.62045 -0.36626  0.11
H 2.22140 1.68659 0.38798  0.09
H 1.27820 -1.88551 -0.92969  0.03
H 0.05758 1.61489 -1.21191  0.16
H -1.25906 1.60475 0.12469  0.12
H -0.91795 -0.02067 2.08821  0.12
H 0.38939 -1.38464 1.72317  0.14
H -0.64077 -1.90914 -0.37134  0.14
H -4.13804 0.62547 -0.94553  0.03
N 2.53255 0.77549 0.04302  0.11
N 2.11497 -1.29886 -0.77285  0.11
N -0.15178 1.48053 -0.08644  0.03

=====

6.
Density functional theory data (ωB97M-V with the def2-TZVPD basis set) for a single C6H9N3 molecule.

## Properties
HOMO level = -7.86 eV
Kohn-Sham gap = 8.83 eV

Last column: Löwdin charge in e.
Cartesian coordinates (Å):
C -0.01983 -0.11435 -0.15212  -0.16
C -0.08849 1.20148 -0.54259  -0.27
C -1.02466 -0.26687 0.88719  -0.25
C 0.61434 -1.45423 -0.38718  -0.15
C 0.49656 -2.03792 1.04567  -0.17
C 0.55144 2.03468 -1.58994  -0.03
N -1.64234 0.91895 1.12033  0.05
N -1.03555 1.76988 0.29150  -0.05
N -0.69688 -1.40291 1.77595  0.03
H 0.04537 -1.90886 -1.20171  0.10
H 1.69022 -1.41550 -0.88819  0.15
H 0.42757 -3.15127 1.12638  0.12
H 1.41776 -1.61681 1.54127  0.12
H -0.39376 2.51083 -2.07150  0.12
H 1.31626 2.74604 -1.32379  0.07
H 0.96866 1.36821 -2.27184  0.05
H -1.15184 2.80372 0.59738  0.20
H -1.47484 -1.98508 2.04317  0.09

=====

LUMO level for the records above, in order: 3.91 -3.57 -3.36 0.41 0.87 0.97 eV
Energy relative to the best compared isomer or geometry (same formula, charge and spin) for the records above, in order: 2.012 1.634 4.281 0.341 2.753 1.521 eV